{
  "formula": "C9H16NO",
  "method": "ωB97M-V/def2-TZVPD",
  "elements": ["C", "C", "N", "H", "H", "H", "H", "H", "H", "H", "H", "C", "C", "C", "C", "C", "C", "C", "O", "H", "H", "H", "H", "H", "H", "H", "H"],
  "coordinates": [[-0.083, -2.740, -0.910], [1.059, -2.763, -1.848], [-1.067, -1.616, -1.274], [-0.580, -3.787, -0.653], [0.224, -2.533, 0.139], [1.605, -1.719, -1.846], [0.750, -2.963, -2.938], [-0.596, -0.754, -0.668], [-0.961, -1.302, -2.363], [-2.069, -1.828, -1.209], [1.762, -3.534, -1.513], [2.819, 1.259, 1.061], [-0.673, -0.106, 1.032], [-1.381, 0.969, 0.451], [0.740, 0.036, 1.125], [1.319, 1.207, 0.896], [-0.741, 2.204, 0.157], [0.607, 2.287, 0.436], [-2.613, 0.727, -0.088], [-1.179, -0.944, 1.538], [1.289, -0.815, 1.605], [-1.279, 2.978, -0.330], [-3.313, 1.465, 0.106], [3.290, 1.625, 0.136], [3.384, 0.370, 1.273], [1.050, 3.171, 0.128], [3.009, 1.943, 1.826]],
  "forces_ev_per_a": [[-1.87, -1.87, 2.13], [1.18, 1.45, -1.74], [2.36, 1.42, -2.93], [0.45, 2.14, -1.56], [0.12, 0.48, -0.78], [-0.91, -2.02, 0.04], [0.42, 0.12, 1.65], [-2.28, -1.57, -0.95], [-0.07, -1.18, 3.17], [0.39, 0.42, 0.86], [-0.02, 0.27, -0.31], [0.01, 0.61, -1.76], [0.16, 0.99, 0.15], [0.58, 0.58, -0.44], [-2.44, -3.05, 2.12], [3.13, 0.21, -0.54], [0.23, -2.35, 0.93], [-1.75, -0.24, -0.48], [-2.54, 1.37, 1.02], [0.10, 0.32, -0.78], [-0.33, 0.93, -0.66], [-0.35, 0.60, -0.27], [2.12, -1.88, -0.51], [-0.19, 0.24, 0.28], [-0.50, -0.82, 0.31], [1.28, 1.59, -0.16], [0.71, 1.25, 1.22]],
  "mulliken_charge": [-0.067, -1.083, -0.315, 0.349, 0.120, 0.290, 0.329, 0.140, 0.431, 0.348, 0.354, -1.629, -1.013, 0.651, 0.149, 0.474, -0.750, -0.496, -0.520, 0.424, 0.359, 0.470, 0.370, 0.337, 0.380, 0.477, 0.421],
  "charge": 1,
  "e_above_lowest_kj_mol": 172.9,
  "homo_lumo_gap_ev": 9.367,
  "energy_ev": -13122.064
}